Formula: C39H37AsO7P2STi
Source: the Open Molecules 2025 dataset
Level of theory: ωB97M-V/def2-TZVPD

```
! wB97M-V def2-TZVPD RIJCOSX def2/J DEFGRID3
* xyz 0 1
Ti 0.46840 -0.64830 0.48500
O -0.92480 4.48480 -0.96910
C -0.25410 4.98410 0.11230
C -0.43060 6.24260 0.66160
C 0.38690 6.64150 1.70490
C 1.35970 5.79130 2.19450
C 1.51370 4.52400 1.66190
C 0.69840 4.09710 0.62270
P 0.70550 2.45870 -0.23670
C 2.20740 1.77660 0.58780
C 3.36880 1.49410 -0.13130
C 4.49650 1.03340 0.52370
C 4.47550 0.81920 1.89380
C 3.32680 1.09350 2.61670
C 2.19690 1.57760 1.97460
C 1.24370 3.07090 -1.87270
C 0.53910 2.71190 -3.01340
C 0.87770 3.25910 -4.23910
C 1.92280 4.16430 -4.32840
C 2.62670 4.52850 -3.19180
C 2.28750 3.98840 -1.96370
C -2.28280 4.69050 -1.09050
C -2.86560 5.90550 -1.39370
C -4.25090 5.98520 -1.50270
C -5.02500 4.84560 -1.33930
C -4.43390 3.62440 -1.08090
C -3.04630 3.52970 -0.93490
P -2.13280 1.96320 -0.61660
C -2.35470 1.61430 1.15560
C -3.54580 1.91400 1.83440
C -3.69880 1.56440 3.15750
C -2.67740 0.90590 3.85500
C -1.48180 0.63000 3.20690
C -1.31570 0.99850 1.88230
C -3.34960 0.87550 -1.46570
C -4.05870 -0.11370 -0.79880
C -4.91030 -0.94730 -1.49990
C -5.03920 -0.82020 -2.87340
C -4.32740 0.16190 -3.54360
C -3.49110 1.00930 -2.84180
H -1.18020 6.91860 0.28840
H 0.26510 7.62220 2.13570
H 2.01140 6.11620 2.98970
H 2.28310 3.88020 2.05720
H 3.38700 1.65650 -1.20070
H 5.40470 0.85890 -0.03650
H 5.35190 0.43160 2.39270
H 3.29690 0.92430 3.68270
H 1.31340 1.82720 2.55660
H -0.26540 1.99160 -2.94210
H 0.33030 2.98340 -5.13030
H 2.18600 4.58150 -5.29120
H 3.43620 5.24180 -3.26600
H 2.82840 4.28260 -1.07600
H -2.25590 6.77750 -1.57260
H -4.72230 6.93260 -1.71630
H -6.09960 4.91070 -1.43500
H -5.04160 2.73650 -0.98650
H -4.34840 2.41500 1.30990
H -4.62670 1.78560 3.66380
H -2.82730 0.61000 4.88310
H -0.66350 0.13180 3.72000
H -0.35030 0.82930 1.38690
H -3.93280 -0.22160 0.26980
H -5.46700 -1.70840 -0.97290
H -5.69260 -1.48960 -3.41520
H -4.41410 0.25730 -4.61560
H -2.93430 1.77930 -3.35380
C -2.53300 -3.15270 0.20120
As -0.80740 -2.76860 1.07800
C 0.22530 -4.30020 0.41360
C -1.24490 -3.61370 2.86270
H -2.68280 -4.22420 0.05050
H -2.52420 -2.64090 -0.76010
H -3.34970 -2.75120 0.80510
H -0.25890 -5.25760 0.63250
H 1.20720 -4.25760 0.88770
H 0.35630 -4.17750 -0.66020
H -1.90950 -4.46940 2.73410
H -1.71800 -2.88020 3.51390
H -0.32000 -3.94510 3.33460
O -1.18200 -0.34880 -0.56570
S -0.22730 -0.56830 -1.72900
O -0.77670 -0.22020 -2.99420
O 0.93110 0.29200 -1.26820
O 0.23170 -1.93790 -1.53440
O 1.94380 -1.41780 1.03420
O 1.18750 -0.83850 2.05970
*
```

Properties
DFT total energy = -168740.3964 eV
energy relative to the best compared isomer or geometry (same formula, charge and spin) = 416.9 kJ/mol
largest force on an atom = 0.068 Eh/bohr
HOMO-LUMO gap = 5.80 eV

Results of the Löwdin charge analysis, in e, for atoms 1 through 4: number 1, Ti, carries 0.7803; number 2, O, carries -0.0608; number 3, C, carries -0.2606; number 4, C, carries -0.0005


Formula: C39H37BF6O4S
Source: the Open Molecules 2025 dataset
Level of theory: ωB97M-V/def2-TZVPD

```
! wB97M-V def2-TZVPD RIJCOSX def2/J DEFGRID3
* xyz 0 1
C -3.28310 3.14071 -2.00872
C -2.04426 2.37043 -1.80253
C -1.60152 1.23057 -2.51556
C -0.22496 1.06533 -2.50503
C 0.37017 1.61739 -1.27544
B -3.13377 -0.80441 1.42053
C 1.74578 2.22355 -1.47603
C 2.20591 3.40812 -0.86846
C 3.58520 3.63922 -0.85121
C 4.09477 4.94787 -0.35304
F 5.08963 4.76923 0.57008
F 4.64102 5.71511 -1.34475
F 3.14345 5.73305 0.23478
C 4.48350 2.67604 -1.30751
C 3.97438 1.51108 -1.87362
C 4.75718 0.28022 -2.11481
F 4.61711 -0.56657 -1.01608
F 4.27488 -0.43831 -3.19220
F 6.08604 0.41635 -2.31916
C 2.61976 1.38588 -2.15453
O -3.39563 0.30963 2.10273
C -4.84124 0.47462 1.68486
C -5.56426 0.53091 3.02850
C -4.80482 1.86657 1.00395
C -5.12849 -0.80775 0.75283
C -5.95704 -1.88769 1.44600
C -5.74845 -0.39542 -0.55633
O -3.83640 -1.40975 0.50025
S -0.75819 3.00876 -0.89396
H -4.01337 2.58248 -2.61724
H -3.70273 3.32975 -0.99396
H -3.08053 4.11804 -2.50515
H -2.27755 0.62389 -3.13302
H 0.37454 0.42254 -3.17911
H 1.52913 4.21375 -0.49537
H 5.55486 2.84210 -1.23267
H 2.22868 0.61208 -2.81822
H -6.63338 0.78489 2.88933
H -5.49816 -0.39656 3.62326
H -5.07346 1.29214 3.65330
H -5.75020 2.24579 0.58158
H -4.49677 2.56788 1.79116
H -4.02465 1.92476 0.21932
H -6.98792 -1.52213 1.59226
H -6.03162 -2.80542 0.84570
H -5.54068 -2.20550 2.41038
H -6.73812 0.07912 -0.39414
H -5.09210 0.32736 -1.05550
H -5.90572 -1.24770 -1.23551
C 4.31438 3.89663 3.14533
O 3.01056 4.00671 2.49590
C 2.27637 2.86713 2.34933
C 0.87238 3.01159 2.42401
C 0.05599 1.97095 2.04520
C 0.65781 0.95748 1.24657
C 0.11064 0.46902 -0.09884
C 0.61734 -0.94426 -0.46683
C -0.32719 -1.96990 -0.42091
C -0.00596 -3.25722 -0.85445
C 1.22762 -3.44721 -1.50965
O 1.48683 -4.70477 -2.16833
C 1.78581 -5.76744 -1.32128
C 1.68959 -7.05380 -1.87381
C 1.65105 -8.15185 -1.02403
C 1.75816 -7.97597 0.36061
C 2.00307 -6.70099 0.87696
C 2.00348 -5.58172 0.04528
C 2.21405 -2.43719 -1.55113
C 1.91087 -1.21823 -0.93199
C 1.98626 0.59915 1.59099
C 2.84474 1.63397 1.93719
H 4.65429 4.93481 3.19252
H 4.20411 3.45711 4.15697
H 4.96695 3.26688 2.51741
H 0.52968 3.99663 2.74165
H -1.01122 1.98016 2.28245
H -0.96343 0.41116 -0.14395
H -1.35762 -1.72682 -0.08851
H -0.70624 -4.08551 -0.71360
H 1.61753 -7.15121 -2.94606
H 1.53732 -9.15358 -1.43177
H 1.61703 -8.82348 1.04725
H 2.19186 -6.54075 1.93170
H 2.14512 -4.58213 0.44071
H 3.18960 -2.67114 -2.02853
H 2.70712 -0.47373 -0.87884
H 2.38896 -0.41610 1.50044
H 3.93824 1.57565 1.86212
*
```

Properties
DFT total energy = -77044.1143 eV
energy relative to the best compared isomer or geometry (same formula, charge and spin) = 797.8 kJ/mol
largest force on an atom = 0.079 Eh/bohr
HOMO-LUMO gap = 2.93 eV

Results of the Löwdin charge analysis, in e, for atoms 1 through 4: number 1, C, carries -0.1234; number 2, C, carries -0.5972; number 3, C, carries -0.1173; number 4, C, carries -0.0914